i.
The following is a quantum chemistry calculation of an isolated molecule of C4H3ClN2, from the OMol25 dataset.

Positions of all 10 atoms, in Å:
C  -0.43657  -0.01979  0.00398
C  0.20826  1.19275  0.08861
C  1.61342  1.10700  -0.04374
C  1.46254  -1.13693  -0.03127
H  -0.28684  2.15951  0.07302
H  2.23183  1.97970  -0.06179
H  1.91299  -2.10501  0.09145
N  2.20449  -0.05636  -0.02110
N  0.12872  -1.21953  0.04765
Cl  -2.19272  0.00228  -0.02318

Calculated values
SMILES: Clc1ccncn1
Orbital gap in eV: 10.700

Results of the Mulliken charge analysis, in e, for atoms 1 through 6: atom 1 (C): 0.595, atom 2 (C): -0.411, atom 3 (C): -0.102, atom 4 (C): -0.048, atom 5 (H): 0.365, atom 6 (H): 0.410

ii.
The following is a quantum chemistry calculation of an isolated molecule of C4H3ClN2, from the OMol25 dataset.

Positions of all 10 atoms, in Å:
C  -0.12883  0.92172  -1.29397
C  1.16745  1.23535  -1.26571
C  0.69390  -0.39845  1.29751
C  -0.42826  -1.46644  1.44789
N  -0.81948  0.02501  -0.64187
N  -0.38251  -0.46647  0.48415
Cl  1.80688  2.65421  -1.63492
H  -0.63810  1.51462  -2.00180
H  -0.26134  -2.54951  1.24807
H  -1.00970  -1.47004  2.36065

Calculated values
Orbital gap (spin up / spin down) in eV: 7.214 / 7.370

Results of the Mulliken charge analysis, in e, for atoms 1 through 6: atom 1 (C): 0.090, atom 2 (C): -0.010, atom 3 (C): -0.296, atom 4 (C): -0.280, atom 5 (N): -0.806, atom 6 (N): 0.584

Comparing the structures above, i comes out on top by 825.4 kJ/mol.